1.
78
Properties=species:S:1:pos:R:3:forces:R:3 method="wB97M-V/def2-TZVPD" charge=-1 mol_weight_g_mol=645.341 e_above_lowest_kj_mol=1.7 s_squared=1.15 homo_ev="-3.12 / -3.52" e_tot_ev=-192169.12153 spin_multiplicity=2
V 0.386105 -0.239513 -0.432978 -0.46 -0.33 0.05
C 0.745438 -3.881964 -0.022841 -0.01 0.03 0.01
C -0.659384 -3.269251 0.029413 -0.14 -0.08 -0.02
C -1.601627 -4.094213 -0.862827 0.02 0.02 0.01
C -1.182403 -3.368462 1.474323 0.02 0.04 -0.01
C -0.660532 -1.815214 -0.385770 0.49 0.18 -0.03
H 0.793392 -4.791244 0.585338 -0.02 -0.03 -0.03
H 1.486968 -3.166064 0.335643 0.00 -0.02 0.01
H 1.016374 -4.152758 -1.046543 0.04 0.06 0.00
H -1.595552 -5.147221 -0.563127 -0.01 0.00 0.00
H -1.297036 -4.043543 -1.910587 -0.01 -0.01 0.00
H -2.626831 -3.722808 -0.788990 0.00 0.00 0.00
H -1.307764 -4.418422 1.760978 0.00 0.00 0.01
H -2.146417 -2.863419 1.572693 0.00 -0.01 0.00
H -0.484232 -2.894150 2.164396 -0.01 0.00 0.00
H -1.662980 -1.458624 -0.693394 0.00 0.11 0.09
B -2.376432 3.719933 -0.344524 0.04 0.07 0.09
C -1.579048 2.360006 -0.280999 0.00 -0.11 -0.11
N -0.950434 1.390155 -0.295914 0.16 0.04 0.07
H -1.552282 4.600488 -0.158486 -0.01 -0.02 -0.01
H -2.866109 3.804198 -1.452012 0.00 -0.01 0.00
H -3.216207 3.717846 0.528597 -0.02 0.00 0.01
C 0.714181 -2.176808 -3.356344 -0.02 0.00 0.00
N 0.808715 -0.741550 -3.536173 0.04 0.03 -0.01
C 1.280490 -0.147099 -4.688637 -0.01 -0.04 -0.02
C 1.424580 1.162880 -4.413266 -0.04 0.03 0.03
N 1.036669 1.333139 -3.100778 0.02 0.01 -0.02
C 1.219423 2.572627 -2.365016 -0.05 0.05 0.03
C 0.681144 0.156255 -2.529848 0.08 -0.07 0.03
Se 2.718505 -0.420392 -0.343137 -0.10 0.05 -0.12
H 0.801969 -2.656610 -4.330835 0.00 0.01 0.00
H -0.238429 -2.426059 -2.898118 0.00 0.00 0.00
H 1.512596 -2.509159 -2.693045 0.01 0.00 -0.01
H 1.459269 -0.701410 -5.592425 0.00 -0.01 0.01
H 1.750325 1.981847 -5.028973 0.01 0.00 0.01
H 1.637948 3.316340 -3.040723 0.01 -0.01 -0.01
H 1.915608 2.390092 -1.544763 -0.01 -0.01 0.01
H 0.272655 2.934008 -1.972427 0.03 0.01 -0.02
C 4.847600 -2.516137 5.556356 -0.02 0.01 0.01
C 3.542518 -1.726090 5.572615 0.00 0.00 0.02
C 2.590141 -2.105098 4.440911 0.01 0.01 0.00
C 3.019350 -1.606976 3.066617 0.02 -0.05 0.04
N 3.016261 -0.152781 2.977176 -0.09 -0.03 0.05
C 1.913850 0.574668 2.672600 0.18 0.00 0.03
Se 0.213232 -0.108457 2.496548 -0.03 0.11 -0.04
N 2.309447 1.860482 2.499186 -0.03 -0.12 -0.07
C 1.472892 2.956892 2.045713 0.00 0.11 0.11
C 1.223895 3.979288 3.151563 -0.11 0.02 -0.06
C 0.343166 3.453589 4.287374 0.09 0.00 -0.02
C -1.122176 3.320404 3.894875 0.00 -0.03 0.00
C 3.682794 1.941008 2.628020 0.04 -0.01 -0.01
C 4.558989 3.003566 2.481847 0.00 0.03 0.01
C 5.910284 2.741417 2.655360 -0.01 0.00 -0.01
C 6.364838 1.457768 2.960201 -0.03 -0.01 0.01
C 5.484024 0.394714 3.100236 0.03 0.00 0.02
C 4.135583 0.658443 2.930493 -0.03 -0.01 -0.02
H 5.494071 -2.234380 6.389092 0.01 0.00 -0.01
H 5.409522 -2.354004 4.635356 0.00 -0.01 0.00
H 4.649344 -3.587997 5.631395 0.00 0.00 0.01
H 3.754381 -0.653224 5.525134 0.01 0.00 -0.01
H 3.040944 -1.889254 6.530137 0.00 -0.01 0.00
H 1.590127 -1.713323 4.635128 0.00 0.01 0.01
H 2.494899 -3.194989 4.390149 0.00 0.00 -0.01
H 2.347642 -1.964735 2.285859 0.03 0.01 0.00
H 4.024296 -1.939090 2.804279 -0.01 0.01 -0.02
H 0.543556 2.524899 1.688776 -0.11 -0.06 -0.04
H 1.970368 3.415362 1.187758 0.01 -0.01 0.02
H 0.737175 4.842326 2.686504 0.02 0.03 0.04
H 2.183216 4.326674 3.547841 -0.01 -0.03 -0.01
H 0.435138 4.128678 5.143601 0.00 0.00 -0.01
H 0.723010 2.480851 4.617337 0.00 0.01 0.01
H -1.522909 4.272136 3.544528 -0.03 0.06 0.00
H -1.722675 2.984882 4.742708 0.00 0.01 -0.02
H -1.253608 2.592461 3.096043 -0.01 -0.05 -0.04
H 4.204867 3.994612 2.232462 0.01 0.00 0.00
H 6.625609 3.545663 2.542544 0.00 0.00 0.00
H 7.426410 1.284607 3.079901 0.00 0.00 0.00
H 5.843531 -0.601412 3.316234 0.00 0.00 0.00

***

2.
80
Properties=species:S:1:pos:R:3:forces:R:3 method="wB97M-V/def2-TZVPD" charge=+1 mol_weight_g_mol=683.597 homo_ev=-10.97 e_tot_ev=-201510.67182
C 3.487498 -2.893954 2.424254 -0.17 0.10 0.48
C 2.144474 -2.193826 2.330657 -0.06 0.55 -0.25
C 1.332030 -2.638951 1.140099 -0.13 -0.42 0.09
O -0.091861 -2.371524 1.334558 -0.02 0.31 0.19
C -0.522986 -1.192948 0.886627 -0.33 0.92 -0.96
C -0.839387 -0.793154 -0.388487 0.61 -0.73 0.39
C -0.739338 -1.747393 -1.558804 -0.15 0.62 -0.23
C 0.465232 -1.510379 -2.491399 0.20 -0.38 0.19
C -2.084214 -1.974037 -2.283544 0.39 0.06 -0.15
C -2.434312 -1.115027 -3.507900 -0.54 -0.12 -0.11
C -2.715441 -1.959033 -4.751225 -0.25 0.20 0.38
N -1.250463 0.532416 -0.306541 -0.18 -0.46 0.73
C -1.664338 1.337604 -1.461106 0.08 0.74 0.19
C -0.561721 1.668120 -2.458346 0.22 -0.01 0.06
C 0.611434 2.521982 -1.984302 -0.39 -0.16 -0.53
S 1.725670 1.774396 -0.789472 -0.16 0.02 0.58
C 3.320936 1.954500 -1.544016 0.59 -0.08 -0.51
S 3.530492 2.164051 -3.134391 0.10 0.29 -0.28
N 4.426565 1.937864 -0.683479 -1.37 -0.17 0.83
C 4.911613 3.309546 -0.385672 1.15 -0.12 -0.74
C 5.355474 3.423120 1.047238 -0.26 0.10 -0.02
O 4.278980 3.148179 1.920053 -0.04 0.16 -0.03
C 3.791065 1.831550 1.788879 -0.05 -0.44 0.02
C 4.292099 1.109328 0.530881 0.50 0.39 0.00
C -1.270248 0.910766 0.990501 0.56 -0.06 -0.12
C -1.776633 2.170756 1.609484 -0.91 -0.20 -0.59
Br -0.708013 3.731650 1.194392 0.21 -0.03 -0.14
C -3.292797 2.334611 1.319645 0.07 0.10 0.43
C -3.835781 3.738143 1.556761 0.40 -0.27 0.26
N -0.790080 -0.110197 1.724504 -0.04 -0.36 -0.07
C -0.569881 -0.195833 3.150402 -0.21 0.03 -0.10
C -1.311885 -1.310824 3.867148 -0.43 0.33 -1.02
O -0.852650 -1.814260 4.806157 0.69 -0.80 1.53
Br -3.067311 -1.844590 3.249900 -0.02 0.36 -0.26
H 4.087576 -2.421535 3.195612 0.16 0.11 0.03
H 3.335728 -3.916095 2.755229 0.11 -0.28 -0.24
H 4.045329 -2.859246 1.494683 0.05 -0.11 -0.17
H 2.291980 -1.117191 2.250215 0.12 0.28 0.02
H 1.555196 -2.347034 3.230637 -0.01 -0.27 0.18
H 1.646021 -2.176418 0.207280 0.07 0.13 -0.09
H 1.402051 -3.715022 1.020208 -0.13 -0.18 -0.01
H -0.534584 -2.683721 -1.054286 -0.04 -0.18 0.25
H 0.189948 -1.266946 -3.511004 -0.12 0.13 -0.09
H 1.134598 -0.748905 -2.108969 0.09 0.24 0.01
H 1.057785 -2.419733 -2.544929 0.03 -0.16 -0.09
H -2.078800 -3.009921 -2.608792 -0.01 -0.20 -0.03
H -2.878717 -1.905678 -1.550540 -0.25 -0.06 0.20
H -1.699936 -0.351547 -3.736741 0.20 0.06 0.01
H -3.364824 -0.589853 -3.297124 -0.06 0.19 0.10
H -1.805162 -2.299705 -5.231749 0.10 -0.16 -0.11
H -3.325732 -1.398466 -5.450695 0.15 0.13 -0.31
H -3.326351 -2.804640 -4.449778 0.04 -0.29 -0.08
H -2.508162 0.854297 -1.934261 -0.01 -0.30 -0.15
H -2.046952 2.275318 -1.074345 0.02 0.15 0.19
H -1.044629 2.256070 -3.236553 -0.19 0.01 -0.15
H -0.171044 0.787144 -2.948955 -0.03 -0.19 0.01
H 0.254828 3.482441 -1.634536 0.04 0.15 0.46
H 1.214450 2.726471 -2.864539 0.17 -0.04 -0.06
H 5.783557 3.502609 -1.011880 0.04 0.06 -0.16
H 4.180527 4.068973 -0.647119 -0.36 -0.02 0.19
H 5.670396 4.443676 1.232024 0.01 0.14 0.11
H 6.213877 2.776141 1.233512 0.08 -0.12 0.12
H 2.703160 1.865087 1.806621 -0.11 0.16 0.04
H 4.127078 1.249258 2.651163 -0.04 -0.15 0.13
H 5.287267 0.728758 0.745567 0.16 -0.09 -0.05
H 3.694932 0.233156 0.300667 -0.24 -0.08 0.02
H -1.706440 2.066263 2.678096 0.26 0.10 0.24
H -3.773047 1.687535 2.053088 -0.05 -0.28 -0.02
H -3.559008 1.929778 0.351144 -0.04 0.11 -0.26
H -3.611123 4.415436 0.743128 -0.15 0.10 -0.20
H -4.897599 3.684637 1.762424 -0.21 0.13 -0.22
H -3.358278 4.146406 2.443658 -0.04 0.15 0.17
H 0.476705 -0.378148 3.354312 0.22 -0.03 -0.06
H -0.831539 0.716430 3.671595 -0.11 0.24 -0.11
C -4.346930 -4.345500 0.873522 0.05 -0.01 0.06
C -4.863070 -4.020951 -0.448041 0.30 -0.20 0.73
N -5.264023 -3.767033 -1.484913 -0.25 0.29 -0.85
H -3.507025 -3.693149 1.119176 -0.07 -0.10 -0.06
H -5.131960 -4.211445 1.615645 0.01 -0.01 0.03
H -4.012276 -5.380674 0.897106 0.00 -0.01 0.01

***

3.
76
Properties=species:S:1:pos:R:3:forces:R:3 method="wB97M-V/def2-TZVPD" mol_weight_g_mol=696.081 homo_ev=-5.82 e_tot_ev=-77118.38386
P 1.023514 0.231685 -0.317002 0.84 -1.69 -1.10
C 0.666133 -0.111215 -2.177304 0.14 0.26 0.63
C 1.692870 -0.875862 -3.033560 0.00 -0.21 -0.04
C 1.297374 -0.867850 -4.514276 -0.01 0.37 0.04
C -0.149381 -1.320516 -4.767270 -0.03 -0.14 0.05
C -1.175629 -0.731784 -3.784252 0.11 0.16 0.15
C -0.696104 -0.797580 -2.324198 -0.14 0.09 -0.32
C 1.062940 -1.544755 0.405628 -0.24 0.70 -0.08
C 1.663377 -2.633040 -0.490024 -0.03 -0.29 0.15
C 1.817021 -3.955410 0.267867 0.08 0.16 0.17
C 0.510487 -4.413993 0.930966 -0.12 -0.01 -0.15
C -0.249927 -3.298295 1.670843 0.11 0.25 0.09
C -0.332202 -1.972038 0.883605 0.04 -0.29 0.07
C 2.887067 0.424958 -0.461546 0.17 -0.17 -0.14
C 3.235783 1.657253 -1.332143 0.10 -0.04 0.41
C 4.753378 1.847003 -1.476629 -0.03 -0.19 0.01
C 5.513981 1.796299 -0.145255 -0.13 0.12 0.09
C 5.139816 0.588110 0.721662 -0.11 -0.12 -0.19
C 3.625954 0.379259 0.896648 -0.04 0.38 -0.15
H 0.588781 0.919824 -2.571543 -0.13 -0.27 -0.03
H 1.731664 -1.920103 -2.701869 0.07 0.44 -0.27
H 2.711053 -0.473458 -2.930982 -0.30 -0.09 -0.08
H 1.999702 -1.505677 -5.069987 -0.20 0.15 0.02
H 1.430389 0.154269 -4.897044 -0.06 -0.10 -0.01
H -0.429899 -1.039979 -5.789256 0.00 -0.16 0.09
H -0.198899 -2.417719 -4.715976 0.03 0.13 0.04
H -1.365659 0.322056 -4.036326 0.03 -0.15 0.04
H -2.134094 -1.259656 -3.872275 0.16 0.10 -0.10
H -1.441133 -0.327610 -1.664723 0.14 -0.17 -0.15
H -0.603885 -1.856335 -2.031434 -0.09 0.34 -0.06
H 1.697484 -1.435061 1.301802 -0.23 -0.07 -0.16
H 2.597241 -3.826778 1.031826 -0.11 -0.03 -0.03
H 2.647520 -2.350278 -0.900092 -0.42 -0.07 0.16
H 0.979044 -2.807267 -1.334448 0.26 -0.01 0.34
H 2.186485 -4.720812 -0.430227 -0.11 0.07 0.23
H 0.740121 -5.223665 1.634910 -0.15 0.06 -0.13
H -0.150321 -4.840472 0.162622 0.10 0.07 0.06
H -1.264048 -3.638072 1.916583 0.19 0.01 -0.01
H 0.253574 -3.100090 2.628526 -0.06 0.03 -0.14
H -0.762625 -1.179104 1.515682 0.03 -0.32 -0.11
H -1.005590 -2.097467 0.021501 0.16 0.02 0.22
H 3.248664 -0.469240 -1.003151 -0.13 0.37 0.08
H 2.802841 1.551685 -2.339317 0.04 0.03 0.36
H 2.780855 2.560452 -0.893985 0.11 -0.15 0.00
H 5.140790 1.059072 -2.142571 -0.06 0.12 0.14
H 4.946556 2.803702 -1.972181 0.06 -0.10 -0.02
H 5.322400 2.721796 0.419239 -0.04 -0.15 -0.09
H 6.593150 1.773989 -0.348034 -0.18 0.06 0.07
H 5.600789 0.686642 1.709244 0.04 -0.06 -0.09
H 5.556268 -0.323668 0.263613 -0.05 0.18 0.06
H 3.484723 -0.604812 1.368694 -0.05 0.34 -0.13
H 3.201216 1.122670 1.589001 0.14 -0.07 -0.16
Hf -1.320451 2.225708 1.551983 -2.00 -1.61 0.43
Cl 0.385919 1.120647 2.721296 0.72 -0.20 1.09
Cl -1.607735 2.404669 -0.758251 -0.28 0.28 -1.07
C -3.215569 1.847151 2.390990 0.81 0.89 -0.99
H -3.580997 2.568897 3.140209 0.32 -0.62 0.34
C -4.190726 0.840411 2.045656 -1.02 -0.97 -0.43
C -5.308682 0.505676 2.894732 0.87 0.05 -0.73
C -6.073111 -0.635985 2.643607 0.42 0.23 -0.43
C -5.810254 -1.451622 1.527370 -0.01 0.11 0.13
C -4.814629 -1.080151 0.612091 -0.07 0.41 0.35
C -4.058608 0.068786 0.834686 0.22 0.36 0.54
H -5.510325 1.166719 3.751690 0.10 -0.52 -0.29
H -6.869115 -0.894180 3.333872 -0.02 -0.04 -0.10
H -4.622349 -1.680023 -0.279226 -0.16 0.15 0.20
H -3.326732 0.419604 0.072148 -0.50 -0.47 0.64
H -6.396069 -2.357338 1.356004 0.17 0.29 0.10
N -4.068042 4.987024 2.751869 1.13 0.21 0.44
C -2.800337 5.064376 3.193256 -0.08 0.29 -0.86
N -2.586530 5.779789 4.307248 0.10 -0.50 -0.21
S -1.321092 4.509940 2.325621 -1.13 2.52 1.26
H -4.793614 5.482465 3.266238 0.26 -0.32 -0.33
H -4.311066 4.543270 1.871852 0.33 -0.31 0.30
H -1.636686 5.926467 4.617199 -0.14 -0.23 -0.02
H -3.334814 5.976643 4.956277 0.07 0.12 -0.15